Computed, not measured: a structure of composition C41H42ClGe2N3OS2SiW, with the ωB97M-V functional and the def2-TZVPD basis.

Geometry (Å):
1 W 0.347 0.137 0.142
2 C -4.981 -1.939 1.366
3 S -4.405 -0.248 1.153
4 C -2.728 -0.485 0.844
5 S -1.878 0.986 0.456
6 N -2.201 -1.667 0.879
7 N -0.859 -1.649 0.593
8 C -0.285 -2.803 0.560
9 C 1.126 -2.801 0.242
10 C 1.921 -3.933 0.202
11 C 3.269 -3.793 -0.082
12 C 3.789 -2.524 -0.299
13 C 2.944 -1.434 -0.240
14 N 1.633 -1.570 0.001
15 H -6.040 -1.855 1.599
16 H -4.454 -2.414 2.190
17 H -4.841 -2.515 0.455
18 H -0.844 -3.711 0.749
19 H 1.480 -4.900 0.394
20 H 3.911 -4.662 -0.119
21 H 4.840 -2.369 -0.498
22 H 3.314 -0.423 -0.366
23 C 1.681 2.518 -3.886
24 Ge 1.394 0.587 -4.005
25 C 3.093 -0.346 -3.687
26 C 0.732 0.068 -5.779
27 Ge -0.498 -0.155 -2.588
28 C -2.118 0.808 -3.073
29 C -3.393 0.462 -2.618
30 C -4.509 1.169 -3.030
31 C -4.374 2.235 -3.909
32 C -3.116 2.601 -4.361
33 C -1.998 1.898 -3.935
34 C -0.722 -2.101 -2.658
35 C 0.433 -2.863 -2.848
36 C 0.384 -4.249 -2.909
37 C -0.831 -4.902 -2.765
38 C -1.990 -4.161 -2.570
39 C -1.936 -2.778 -2.517
40 H 2.720 2.735 -4.138
41 H 1.483 2.907 -2.889
42 H 1.042 3.046 -4.593
43 H 3.844 0.144 -4.310
44 H 3.052 -1.394 -3.981
45 H 3.430 -0.288 -2.655
46 H 1.426 0.423 -6.542
47 H -0.247 0.506 -5.970
48 H 0.649 -1.016 -5.859
49 H -3.531 -0.348 -1.915
50 H -5.488 0.890 -2.660
51 H -5.249 2.783 -4.235
52 H -3.002 3.436 -5.040
53 H -1.021 2.216 -4.278
54 H 1.394 -2.372 -2.949
55 H 1.292 -4.816 -3.071
56 H -0.878 -5.982 -2.816
57 H -2.943 -4.665 -2.466
58 H -2.856 -2.235 -2.357
59 O 0.983 1.825 -0.316
60 Si 1.523 3.363 0.130
61 C 3.338 3.366 -0.303
62 C 3.866 2.407 -1.167
63 C 5.207 2.408 -1.520
64 C 6.050 3.385 -1.010
65 C 5.545 4.353 -0.154
66 C 4.203 4.342 0.196
67 C 0.499 4.531 -0.899
68 C 0.876 5.873 -1.001
69 C 0.103 6.779 -1.709
70 C -1.070 6.360 -2.321
71 C -1.463 5.033 -2.229
72 C -0.679 4.127 -1.526
73 C 1.250 3.716 1.932
74 C -0.012 4.136 2.362
75 C -0.274 4.340 3.708
76 C 0.732 4.143 4.643
77 C 1.996 3.742 4.233
78 C 2.249 3.525 2.889
79 H 3.203 1.661 -1.590
80 H 5.595 1.656 -2.198
81 H 7.098 3.395 -1.282
82 H 6.200 5.117 0.245
83 H 3.831 5.097 0.880
84 H 1.786 6.221 -0.523
85 H 0.413 7.814 -1.781
86 H -1.678 7.069 -2.867
87 H -2.380 4.701 -2.699
88 H -0.997 3.090 -1.470
89 H -0.800 4.312 1.636
90 H -1.257 4.659 4.027
91 H 0.532 4.309 5.694
92 H 2.781 3.593 4.963
93 H 3.234 3.192 2.582
94 Cl 1.204 0.316 2.309

Force components x, y, z for each atom (eV/Å):
-0.22 -0.38 0.24
0.06 -0.04 0.08
-0.22 0.04 -0.02
0.22 0.08 -0.03
-0.07 -0.13 0.05
-0.03 -0.01 -0.07
0.05 0.06 -0.01
0.03 0.01 -0.05
0.02 0.07 0.06
0.01 0.04 0.01
-0.03 0.01 0.01
0.00 0.02 0.00
-0.01 -0.03 0.01
0.05 -0.22 -0.08
-0.01 -0.02 0.00
-0.03 -0.01 0.00
0.00 0.02 -0.01
-0.01 0.00 0.02
0.00 0.00 0.00
0.01 0.00 0.00
0.00 0.00 0.00
-0.01 0.00 0.00
-0.01 -0.03 0.04
0.07 0.03 -0.13
-0.02 0.01 0.02
-0.01 0.00 0.04
-0.11 -0.06 -0.15
0.01 0.00 0.00
0.02 -0.01 0.01
-0.03 0.01 0.00
0.01 0.02 -0.02
-0.05 0.00 -0.01
0.03 -0.05 0.00
0.06 0.06 0.05
0.03 0.00 -0.01
-0.01 0.01 -0.03
0.00 -0.01 -0.01
0.00 -0.05 0.01
-0.06 0.06 0.06
0.01 -0.01 0.00
-0.02 -0.01 -0.05
-0.02 0.00 0.00
-0.01 0.02 0.00
-0.05 -0.01 -0.03
0.00 0.02 0.01
0.02 0.00 0.01
0.01 0.00 -0.01
0.00 0.00 0.01
0.03 -0.02 0.03
0.00 0.00 0.00
0.00 0.00 0.00
0.00 0.00 0.00
0.00 0.01 -0.02
0.05 0.03 0.00
0.00 0.00 -0.01
0.00 0.00 0.00
0.01 0.00 0.00
-0.01 0.05 -0.06
0.27 0.39 -0.08
-0.02 0.07 0.02
-0.05 0.03 0.02
-0.04 -0.05 -0.04
0.01 0.01 0.00
0.00 0.01 0.01
0.05 -0.01 -0.02
-0.02 0.03 0.05
0.02 -0.03 0.02
0.03 -0.02 0.01
-0.01 0.03 -0.02
-0.01 0.00 -0.01
0.01 0.00 0.02
-0.02 -0.01 0.01
0.00 -0.01 -0.06
-0.01 0.00 -0.04
0.00 0.00 0.01
-0.01 0.01 0.01
0.01 0.00 0.02
0.02 -0.03 -0.02
0.02 -0.04 0.00
0.00 0.00 0.00
0.00 0.00 0.00
0.00 0.00 0.00
0.00 0.00 -0.01
0.01 -0.01 0.00
0.00 0.00 0.00
0.00 0.00 0.00
0.01 0.00 0.01
-0.01 0.00 0.00
0.00 0.00 0.00
0.00 0.00 0.00
0.00 0.00 0.00
0.00 0.00 0.00
-0.01 0.00 0.01
0.00 0.02 0.09

## Properties
- charge = +1
- E_LUMO (spin up / spin down) (Eh) = -0.139 / -0.187
- HOMO (spin up / spin down) (eV) = -10.05 / -11.04
- energy (Ha) = -7593.980478
- expectation value of S² = 3.7792
- multiplicity = 4
- HOMO-LUMO gap (spin up / spin down) (eV) = 6.26 / 5.95